No. 1
C11H18CeCl2N2S | ωB97M-V/def2-TZVPD

Computed properties:
LUMO energy (alpha / beta) ... -0.34 / -0.35 eV
Molecular weight ... 421.4 g mol⁻¹
E_HOMO (alpha / beta) ... -5.790 / -5.792 eV
E ... -63485.16440 eV
HOMO-LUMO gap (alpha / beta) ... 5.449 / 5.438 eV

Cartesian coordinates (Å):
Ce1 0.93326 -2.26411 2.71029
Cl1 2.09298 -2.33374 0.41632
Cl2 1.92581 -3.33950 4.78600
C1 -0.86552 -0.61375 -1.66454
H1 0.11124 -1.12015 -1.51462
H2 -1.36657 -1.08359 -2.52493
C2 0.04198 1.52454 -0.56287
C3 -0.73137 0.81106 -1.85752
H3 -0.72498 2.00041 0.06689
C4 0.02177 1.08073 -3.18119
H4 -1.74031 1.27564 -1.90089
C5 1.55431 0.98316 -3.06414
H5 -0.31516 0.34149 -3.92229
H6 -0.28264 2.05503 -3.58048
C6 2.17942 1.92010 -2.02202
H7 1.84159 -0.05866 -2.83141
H8 2.00595 1.22108 -4.04075
C7 1.33929 2.21839 -0.74399
H9 3.14738 1.48772 -1.72465
H10 2.46693 2.87912 -2.47720
H11 2.01692 1.92457 0.08675
H12 1.17253 3.30907 -0.60897
C8 -2.66662 -2.32270 2.68201
N1 -1.47897 -1.47128 2.44708
C9 -0.83049 -0.70039 3.44153
C10 0.08270 0.08114 2.78656
N2 -0.06967 -0.17619 1.42772
C11 -1.13036 -0.97677 1.21003
S1 -1.95153 -1.35702 -0.27957
H13 -3.58519 -1.70715 2.64487
H14 -2.72541 -3.11818 1.92153
H15 -2.58141 -2.78689 3.67610
H16 -1.03937 -0.89663 4.48238
H17 0.86340 0.75086 3.11107
H18 0.28811 0.46255 0.60488

Mulliken atomic charge list, values in e, 4 entries:
1 Ce 1.146
2 Cl -0.505
3 Cl -0.533
4 C -1.112

---

No. 2
C11H18Cl3N2O3 | ωB97M-V/def2-TZVPD

Computed properties:
LUMO energy ... 2.06 eV
Net charge ... -1
Molecular weight ... 332.6 g mol⁻¹
E_HOMO ... -3.914 eV
E ... -58383.53516 eV
HOMO-LUMO gap ... 5.973 eV

Cartesian coordinates (Å):
N1 -1.76275 1.44006 1.12295
C1 -1.49650 1.30478 -0.39120
C2 -1.94696 -0.20755 -0.79727
C3 -0.88756 -1.08357 -1.66970
C4 0.68077 -1.01044 -1.21252
C5 1.07852 -2.05476 0.02181
C6 1.15643 -1.35974 1.49597
C7 1.69732 0.16829 1.69804
C8 1.46210 0.48699 3.32255
C9 1.50286 2.12680 3.35999
O1 2.69011 2.77376 3.51516
O2 0.28235 2.97111 3.24288
C10 -0.01260 -0.26185 3.45715
O3 -1.00876 0.03167 4.32143
N2 -0.06045 -1.39324 2.41086
H1 -2.75631 1.09246 1.24511
H2 -1.78874 2.45589 1.37602
H3 -0.37518 1.58029 -0.55890
H4 -2.12431 2.14235 -0.96734
H5 -2.33143 -0.76740 0.17568
H6 -2.92527 -0.09367 -1.47566
H7 -1.21138 -2.22725 -1.53730
H8 -0.98631 -0.86399 -2.82140
H9 1.10411 0.06302 -1.01970
H10 1.30189 -1.42033 -2.14931
H11 0.38690 -3.01793 -0.02447
H12 2.17460 -2.44521 -0.24239
H13 1.94436 -1.98115 2.14138
H14 2.69625 0.52689 1.20583
H15 0.82466 0.81502 1.22158
H16 2.30562 -0.12966 3.86004
H17 -0.09851 -2.23743 3.05558
C11 -0.34477 0.57779 -5.56541
Cl1 -1.21997 1.04247 -4.09651
Cl2 1.38395 0.92802 -5.39658
Cl3 -0.59960 -1.13846 -5.92468
H18 -0.73545 1.16600 -6.39969

Mulliken atomic charge list, values in e, 4 entries:
1 N -0.443
2 C -0.348
3 C -0.684
4 C -0.242

---

No. 3
C11H18ClRhSn | ωB97M-V/def2-TZVPD

Computed properties:
LUMO energy (alpha / beta) ... 5.46 / 5.43 eV
Net charge ... -2
Spin multiplicity ... 5
Molecular weight ... 407.3 g mol⁻¹
E_HOMO (alpha / beta) ... 2.349 / -1.121 eV
E ... -33054.97109 eV
HOMO-LUMO gap (alpha / beta) ... 3.113 / 6.555 eV

Cartesian coordinates (Å):
Rh1 -0.54500 0.45111 -0.59046
Cl1 -0.12031 2.42776 -1.71342
C1 -2.09339 -0.52268 0.15655
H1 -1.79512 -1.09912 1.04812
H2 -2.48940 -1.16556 -0.65068
H3 -2.82548 0.26158 0.43513
Sn1 0.73400 -0.37441 -3.41548
C2 2.62246 0.61393 -3.78400
C3 -0.81144 -0.11575 -4.88673
C4 0.38551 -1.39870 -1.61121
H4 -1.31889 -1.09296 -4.96147
H5 -1.50226 0.66253 -4.57545
H6 -0.32996 0.13317 -5.84236
H7 3.40380 -0.08933 -3.43967
H8 2.71037 0.77992 -4.86140
H9 2.66584 1.55620 -3.22442
H10 -0.40575 -2.14533 -1.64706
H11 1.29177 -1.63268 -1.00949
C5 0.31114 1.27094 1.05763
C6 0.11991 0.56689 2.37011
C7 0.91188 -0.54525 2.70248
C8 0.72380 -1.18931 3.92815
C9 -0.26046 -0.74409 4.81959
C10 -1.05975 0.37442 4.48322
C11 -0.85987 1.01281 3.25618
H12 -0.12939 2.27266 1.07555
H13 1.37041 1.31245 0.77430
H14 1.66263 -0.88060 1.98538
H15 1.34271 -2.05712 4.19037
H16 -0.40798 -1.24599 5.78257
H17 -1.82745 0.72227 5.17766
H18 -1.47431 1.88021 2.97033

Mulliken atomic charge list, values in e, 4 entries:
1 Rh 0.381
2 Cl -0.657
3 C -1.124
4 H 0.301

---

No. 4
C11H18F3N2O2 | ωB97M-V/def2-TZVPD

Computed properties:
LUMO energy ... -3.19 eV
Net charge ... +1
Molecular weight ... 267.3 g mol⁻¹
E_HOMO ... -13.735 eV
E ... -26919.94022 eV
HOMO-LUMO gap ... 10.541 eV

Cartesian coordinates (Å):
C1 -4.13407 -1.36252 0.09108
C2 -2.84909 -1.38588 1.00725
C3 -2.28787 -2.84924 1.25568
C4 -1.67799 -0.41450 0.48251
C5 -0.69800 -0.22906 1.71855
N1 0.62094 -0.65898 1.76746
C6 1.05424 -0.28399 3.09780
C7 -0.05414 0.33520 3.78224
N2 -1.15134 0.36526 2.87114
H1 -4.93631 -1.98253 0.60420
H2 -3.97582 -1.74350 -0.95394
H3 -4.54173 -0.30365 0.05519
H4 -3.16324 -0.98029 2.01853
H5 -2.78636 -3.24742 2.18562
H6 -1.16520 -2.88358 1.43259
H7 -2.46936 -3.49502 0.34773
H8 -1.07550 -0.88706 -0.35116
H9 -2.08584 0.56592 0.11133
H10 1.14094 -1.13848 1.03347
H11 2.06044 -0.45079 3.54723
H12 -0.16855 0.74127 4.81381
H13 -2.11162 0.69411 2.96484
C8 2.61338 1.48967 -0.34396
C9 3.45548 2.12357 -1.43240
O1 3.28586 1.42609 -2.67504
C10 2.18501 1.73893 -3.37831
O2 1.36183 2.53781 -3.03060
C11 2.15882 0.96236 -4.69535
F1 2.46338 -0.33912 -4.52662
F2 3.04548 1.45642 -5.57737
F3 0.95763 1.00285 -5.28791
H14 2.83889 0.42253 -0.25847
H15 2.80069 1.96974 0.61828
H16 1.54819 1.57320 -0.57121
H17 4.51191 2.04594 -1.17360
H18 3.22893 3.18473 -1.55061

Mulliken atomic charge list, values in e, 4 entries:
1 C -1.407
2 C 0.636
3 C -1.144
4 C -0.741

---

No. 5
C11H18N3O | ωB97M-V/def2-TZVPD

Computed properties:
LUMO energy ... -3.32 eV
Net charge ... +1
Molecular weight ... 208.3 g mol⁻¹
E_HOMO ... -12.640 eV
E ... -18205.60588 eV
HOMO-LUMO gap ... 9.322 eV

Cartesian coordinates (Å):
C1 -0.20133 -2.29740 1.14733
C2 -3.04688 3.16827 2.02691
C3 -2.48837 2.04399 2.50538
C4 -1.48540 1.41532 1.70989
C5 1.16581 -1.27831 -3.13333
C6 1.56332 0.25536 -3.06119
C7 0.94858 -1.82169 -1.74390
C8 0.54538 1.00980 -2.28865
C9 0.02883 -0.76368 -0.88894
C10 -0.02528 -0.50189 1.89286
C11 1.71652 0.08674 2.16015
N1 -0.97250 0.39129 2.29298
N2 -0.08231 -1.13368 0.49408
N3 -0.26390 -1.84766 2.40563
O1 0.51905 0.56482 -0.87759
H1 -0.23004 -3.40094 0.81758
H2 -3.96168 3.43521 2.48765
H3 -2.68526 3.57036 1.18402
H4 -2.73270 1.64977 3.49742
H5 -1.61252 1.66847 0.57121
H6 0.13877 -1.35542 -3.66839
H7 1.84791 -1.79340 -3.76231
H8 2.47672 0.41742 -2.47112
H9 1.72119 0.79839 -3.95386
H10 0.38029 -2.65590 -1.81401
H11 1.89481 -2.04564 -1.28100
H12 0.83742 1.99704 -2.24529
H13 -0.46942 0.69408 -2.56870
H14 -0.98942 -0.82300 -1.34386
H15 1.68726 0.42644 3.13777
H16 1.87537 0.96717 1.42555
H17 2.36162 -0.66515 1.99905
H18 -0.46180 -2.17616 3.34671

Mulliken atomic charge list, values in e, 4 entries:
1 C -0.050
2 C -0.858
3 C -0.139
4 C 0.334

---

No. 6
C11H18N4O3 | ωB97M-V/def2-TZVPD

Computed properties:
LUMO energy ... 0.65 eV
Molecular weight ... 254.3 g mol⁻¹
E_HOMO ... -9.001 eV
SMILES string ... CC(C)[C@H](N)C(=O)N[C@@H](Cc1c[nH]cn1)C(=O)O
E ... -23802.84484 eV
HOMO-LUMO gap ... 9.654 eV

Cartesian coordinates (Å):
C1 -1.46270 -2.98889 -1.40034
C2 -1.08450 -3.13302 0.04518
C3 -0.74777 -4.56914 0.29591
C4 0.19417 -2.30376 0.24795
N1 1.02487 -2.66828 1.45123
C5 -0.03169 -0.77157 0.39639
O1 -0.97918 -0.22878 -0.16160
N2 0.96964 -0.05309 0.94835
C6 1.12864 1.30365 0.46582
C7 -0.00100 2.27066 0.94764
C8 -0.31503 3.32459 -0.09015
C9 -1.54801 3.81911 -0.50499
N3 -1.31681 4.58887 -1.63057
C10 0.04822 4.54323 -1.82892
N4 0.65586 3.80709 -0.91785
C11 2.51550 1.75474 0.91006
O2 3.30657 1.02299 1.47572
O3 2.78183 3.05437 0.75822
H1 -1.65687 -1.92999 -1.65185
H2 -0.68251 -3.27848 -2.08262
H3 -2.44058 -3.47681 -1.54326
H4 -1.91195 -2.77438 0.71818
H5 0.14937 -4.94453 -0.20083
H6 -0.57086 -4.73071 1.38424
H7 -1.55847 -5.26377 -0.02760
H8 0.84710 -2.46166 -0.62503
H9 1.41522 -3.63595 1.39438
H10 0.56349 -2.57837 2.32743
H11 1.75023 -0.64385 1.20498
H12 1.14225 1.27324 -0.64993
H13 0.37855 2.73242 1.88089
H14 -0.85534 1.70094 1.24382
H15 -2.52420 3.58453 -0.05625
H16 -1.99501 4.97602 -2.28399
H17 0.57708 5.20422 -2.54347
H18 2.23390 3.47433 0.10282

Mulliken atomic charge list, values in e, 4 entries:
1 C -1.532
2 C 0.942
3 C -1.631
4 C 0.202